1.
{
  "formula": "C2H8OS",
  "method": "ωB97M-V/def2-TZVPD",
  "fmax_ev_per_a": 5.193,
  "lumo_energy_ev": -5.003,
  "de_lowest_kcal_mol": 189.9,
  "species": ["C", "C", "S", "H", "H", "H", "H", "H", "H", "H", "H", "O"],
  "xyz": [[1.148, -0.624, 0.386], [1.815, 0.836, 0.134], [-4.904, 0.255, 0.323], [0.890, -0.658, 1.472], [1.974, -1.430, 0.236], [1.215, 1.502, -0.619], [1.832, 1.448, 0.963], [2.893, 0.913, -0.295], [-4.738, -1.007, 0.111], [-1.499, -0.608, -1.273], [0.045, -0.449, -0.244], [-0.671, -0.179, -1.194]],
  "nbo_charge": [-0.429, -0.649, -0.228, 0.221, 0.235, 0.251, 0.217, 0.226, 0.079, 0.469, 0.341, -0.732]
}



2.
{
  "formula": "C5H7NO",
  "method": "ωB97M-V/def2-TZVPD",
  "smiles": "[H]/N=C1\\OC[C@H]2C[C@@H]12",
  "fmax_ev_per_a": 0.602,
  "lumo_energy_ev": 0.979,
  "de_lowest_kcal_mol": 31.1,
  "species": ["H", "N", "C", "O", "C", "C", "C", "C", "H", "H", "H", "H", "H", "H"],
  "xyz": [[-0.002, 1.286, -2.848], [0.720, 0.939, -2.216], [0.202, 0.547, -1.136], [-1.139, 0.531, -0.865], [-1.318, 0.417, 0.547], [-0.067, -0.239, 1.117], [0.645, -1.384, 0.452], [0.952, 0.032, 0.044], [-2.304, -0.030, 0.715], [-1.255, 1.417, 0.999], [0.069, -0.037, 2.174], [0.082, -2.058, -0.182], [1.483, -1.868, 0.962], [1.931, 0.446, 0.237]],
  "nbo_charge": [0.347, -0.679, 0.559, -0.505, -0.062, -0.252, -0.400, -0.310, 0.199, 0.177, 0.228, 0.222, 0.230, 0.246]
}